1.
The following is a quantum chemistry calculation of a structure of composition C37H38AsIrN6O4SSe, from the Open Molecules 2025 dataset.

Geometry (Å):
C: 2.227 -1.003 0.531
H: -0.992 -0.098 2.263
C: 3.246 -1.697 -0.105
C: 4.826 -0.043 0.648
N: 5.609 0.698 -4.337
C: 4.814 2.571 -2.944
C: -0.813 -4.241 -2.489
N: -1.273 1.860 0.815
C: 4.547 -1.214 -0.041
H: -0.672 -3.703 5.780
N: -2.332 1.159 -1.863
H: -0.428 2.111 1.326
H: 1.702 0.759 1.661
C: 0.750 -2.653 4.562
O: 1.276 -0.889 -2.250
C: -2.187 2.405 -2.306
H: -1.623 -3.428 1.611
C: -0.063 -5.379 -2.256
H: -0.362 5.250 -2.320
H: 5.340 -1.750 -0.544
N: -4.174 1.964 -3.483
H: -2.610 3.365 1.392
O: 0.466 0.877 -1.140
C: -2.390 2.091 3.064
C: 0.847 -5.438 -1.201
C: 3.868 3.117 -2.090
C: -0.976 -3.174 2.446
H: -3.578 -0.949 -0.360
C: -1.129 3.317 -1.999
C: -3.240 4.179 -3.730
N: -3.018 -0.739 0.468
C: 0.264 -3.185 -0.627
C: 4.591 1.302 -3.447
H: -4.550 0.201 3.363
Se: -3.799 0.461 -2.677
H: -1.238 -1.045 3.590
H: -2.207 6.022 -3.770
S: -1.614 -1.692 -1.998
C: 1.061 -2.195 3.284
H: 4.019 1.584 1.794
C: 0.185 -2.429 2.228
C: -0.434 -3.344 4.788
H: 4.027 4.103 -1.677
C: 1.004 -4.341 -0.377
C: -1.176 4.567 -2.527
C: -2.237 5.013 -3.383
H: -0.417 0.376 3.761
H: -2.183 -4.211 3.887
O: 6.579 1.370 -4.602
H: 3.029 -2.587 -0.682
C: -1.289 -3.623 3.724
H: 5.713 3.103 -3.217
H: -0.266 2.981 -1.446
H: 1.993 -1.671 3.116
H: 5.841 0.329 0.693
H: -2.905 -1.662 0.884
H: -3.829 1.745 -0.062
H: -4.041 4.467 -4.397
C: -2.500 2.291 1.555
C: -3.751 1.602 1.014
H: 2.011 2.810 -1.068
H: -1.520 -4.210 -3.308
C: -0.653 -3.125 -1.666
C: 2.505 0.182 1.207
C: -2.499 0.646 3.526
H: -1.218 2.457 -0.010
H: 1.424 -6.335 -1.028
Ir: -1.189 -0.036 -0.424
C: 3.804 0.661 1.271
C: 3.467 0.566 -3.140
N: -1.202 -0.064 3.279
H: -2.640 0.618 4.606
C: 2.730 2.394 -1.761
H: 3.326 -0.425 -3.546
As: 0.411 -1.638 0.464
C: -3.635 -0.122 2.860
C: -3.241 2.848 -3.201
H: 1.697 -4.378 0.455
H: -3.215 2.637 3.524
C: 2.522 1.123 -2.288
C: 1.344 0.276 -1.920
H: 1.441 -2.482 5.377
C: -3.864 0.120 1.364
H: -4.895 -0.190 1.182
H: -3.552 -1.192 3.076
H: -1.479 2.555 3.457
H: -0.190 -6.237 -2.902
O: 5.395 -0.424 -4.739
H: -4.615 2.109 1.451

As for the HOMO energy: -12.55 eV. The relative energy (zero: lowest compared OMol25 entry of this formula, charge and spin) comes out at 88.0 kJ/mol. As for the frontier orbital gap: 6.28 eV. The calculation puts the LUMO energy at -0.2302 Ha. The total energy comes out at -195961.708 eV. Its multiplicity is 1. As for the total charge: +2.

Here are the Mulliken charges for atoms 1 to 8, given in e: number 1, C, carries -0.1327; number 2, H, carries -1.3042; number 3, C, carries -0.6842; number 4, C, carries -0.7296; number 5, N, carries 1.0772; number 6, C, carries -0.4658; number 7, C, carries -0.7237; number 8, N, carries -1.0746

---

2.
The following is a quantum chemistry calculation of a structure of composition C45H48I2N5NiO at a distorted geometry, from the Open Molecules 2025 dataset.

Geometry (Å):
C: -2.710 0.706 1.951
C: -4.541 2.898 0.815
C: 2.439 4.243 1.232
H: -4.512 1.974 -3.202
C: -2.156 1.625 5.413
H: -2.626 -2.553 -5.742
H: 4.575 -2.683 -1.863
H: 1.620 -4.487 -5.862
H: 3.972 -0.944 3.241
C: 1.753 -2.240 -2.128
C: 1.708 3.131 1.629
C: -3.672 1.967 0.032
H: 2.504 -2.661 -2.784
C: 2.044 -2.169 -0.782
H: -2.377 3.337 -3.326
N: 1.176 1.438 -1.536
C: -2.739 1.020 0.612
H: -5.305 3.321 0.158
H: -3.387 1.247 2.600
C: 3.104 -2.546 1.158
N: -0.884 -0.876 1.868
H: 2.228 -2.231 -4.986
H: -3.806 4.287 -3.770
C: -1.851 -0.201 2.532
C: -0.221 -3.064 5.700
H: -3.491 -1.258 -4.922
C: -2.175 0.360 -2.777
H: 1.097 0.775 -3.468
H: 1.789 -2.149 3.461
C: -2.811 -1.477 -5.747
C: -0.606 -1.115 4.154
H: -2.663 -0.421 5.880
C: 0.004 -1.572 5.440
H: 2.761 4.955 1.980
N: 1.185 -1.729 0.173
C: -1.205 -0.596 -2.995
Ni: -0.403 -0.648 -0.126
H: -2.104 2.287 4.548
H: -3.062 4.473 -2.174
C: 1.595 2.377 -0.667
C: 1.454 1.564 -2.809
H: -5.134 3.082 -2.004
C: 0.588 -1.779 -2.701
H: 3.328 -4.883 -1.845
O: 0.569 1.144 1.093
H: -2.829 2.067 6.152
H: 5.442 -1.860 3.615
N: -2.020 0.403 -0.360
C: -3.738 4.033 1.458
C: -1.730 -0.386 3.966
H: -1.153 1.582 5.839
H: 4.860 -3.530 1.843
C: 0.995 -3.998 -5.112
H: -0.844 -0.926 -6.433
C: 4.232 -4.727 -1.254
H: -2.684 0.768 -3.641
C: 1.787 -1.980 1.364
H: -2.979 3.638 2.135
H: -3.217 4.612 0.694
C: 4.421 -3.242 -0.936
H: -1.288 -3.286 5.755
H: 0.923 -2.106 -6.142
H: -0.046 -4.265 -5.305
H: -5.080 2.344 1.590
C: 1.173 -2.478 -5.145
H: 3.589 -3.434 3.037
H: 5.256 -1.056 2.048
H: -4.387 4.708 2.020
H: 1.077 -1.361 5.431
H: 3.180 4.471 -2.823
H: 0.246 -3.379 6.636
I: 3.865 6.158 -0.597
I: 1.226 2.845 3.644
C: -2.623 0.227 5.000
C: 0.333 -1.777 -4.126
C: -3.532 1.865 -1.313
C: 2.343 3.517 -1.077
H: -3.647 0.280 4.618
C: -1.498 -0.707 -5.585
C: 2.755 4.448 -0.092
C: 1.234 2.138 0.736
C: 3.263 -2.667 -0.183
H: 5.335 -3.109 -0.352
C: 4.084 -2.870 2.240
H: 4.124 -5.303 -0.334
C: -2.512 0.862 -1.538
N: -0.403 -1.127 -2.033
H: -1.699 0.368 -5.628
C: 4.729 -1.611 2.826
H: 0.196 -3.662 4.889
C: -0.069 -1.370 2.831
C: -3.315 3.753 -2.954
H: 2.381 2.721 -4.383
H: 1.258 -4.396 -4.131
C: 1.196 -1.864 2.602
C: 2.616 3.622 -2.458
H: -3.309 -1.218 -6.683
C: -4.211 2.645 -2.392
C: -0.790 -1.037 -4.310
C: 2.176 2.654 -3.321
H: -0.410 -0.988 6.266
H: 5.082 -5.127 -1.812

As for the HOMO energy: -3.90 eV. As for the frontier orbital gap: 5.78 eV. The calculation puts the LUMO energy at 0.0694 Ha. The total energy comes out at -114191.846 eV. Its multiplicity is 1. As for the total charge: -1.

Here are the Mulliken charges for atoms 1 to 8, given in e: number 1, C, carries -0.4034; number 2, C, carries -1.1264; number 3, C, carries -0.3360; number 4, H, carries 0.3650; number 5, C, carries -0.7630; number 6, H, carries 0.3033; number 7, H, carries 0.4293; number 8, H, carries 0.4132

---

3.
The following is a quantum chemistry calculation of a cluster of 3 separate species, C18H21O8P in total at a distorted geometry, from the Open Molecules 2025 dataset.

Geometry (Å):
C: 2.189 -0.207 -0.965
H: -1.085 -1.796 2.810
C: -5.560 2.783 -3.723
H: 1.620 0.481 -1.618
H: 5.078 -1.158 0.720
H: -3.076 0.380 -4.264
C: 1.374 0.092 4.428
C: 1.551 -1.618 -1.249
H: -2.856 0.647 -1.802
C: 3.689 -0.117 -1.353
O: -1.012 -0.346 -1.695
C: -4.695 1.840 -4.474
C: 3.490 2.114 -0.580
C: -5.443 2.927 -2.405
O: 0.541 0.139 2.226
O: 3.262 3.069 -1.201
O: -4.340 2.280 -0.429
H: -0.499 0.462 -1.823
H: 1.246 -1.675 -2.306
H: 2.055 0.900 4.193
O: 6.084 -1.386 -1.417
H: 4.297 -2.749 -0.802
C: 0.355 -1.847 -0.276
H: -1.184 -2.841 5.065
H: 0.809 -1.921 0.731
H: 1.957 -0.143 6.450
O: 0.330 -2.079 7.032
H: -1.599 -1.062 0.201
H: 3.058 2.035 0.439
C: -0.503 -2.033 4.832
H: 3.736 -0.250 -2.452
H: -0.117 -2.833 -0.449
O: 4.328 1.142 -1.070
C: 0.379 -1.572 5.932
C: -0.700 -0.711 -0.332
C: -0.449 -1.473 3.625
H: -0.299 0.174 0.176
H: 2.251 -2.447 -1.065
P: 4.807 -1.437 -0.650
C: -3.698 1.064 -3.699
C: -3.581 1.207 -2.381
H: 1.990 -0.013 0.104
C: 1.321 -0.466 5.635
H: -6.283 3.342 -4.304
C: 0.493 -0.369 3.330
O: -4.801 1.711 -5.675
H: -6.064 3.611 -1.840
C: -4.445 2.149 -1.631

As for the HOMO energy: -10.04 eV. The relative energy (zero: lowest compared OMol25 entry of this formula, charge and spin) comes out at 527.8 kJ/mol. As for the frontier orbital gap: 7.91 eV. Its structure (SMILES) is O=CO[C@H](CCCCO)[PH2]=O.O=C1C=CC(=O)C=C1.O=C1C=CC(=O)C=C1. The calculation puts the LUMO energy at -0.0781 Ha. The total energy comes out at -44671.362 eV. Its multiplicity is 1. As for the total charge: 0.

Here are the natural (NBO) charges for atoms 1 to 8, given in e: number 1, C, carries -0.4693; number 2, H, carries 0.2311; number 3, C, carries -0.2278; number 4, H, carries 0.2145; number 5, H, carries -0.0730; number 6, H, carries 0.2327; number 7, C, carries -0.2440; number 8, C, carries -0.4013